[1]
C26H23CuN4P2Se2 as an isolated structure, computed with wB97M-V/def2-TZVPD.

Results
highest occupied orbital energy: -7.707 eV

Element x y z (Å)
Cu: -3.20635 -2.37918 1.92733
Se: 1.15611 0.99965 -2.08013
P: 1.61166 -0.10938 -0.35198
C: 2.61765 0.80946 0.85799
C: 3.06589 0.19851 2.03084
C: 3.82448 0.92913 2.93087
C: 4.13309 2.25858 2.67363
C: 3.68968 2.86156 1.50699
C: 2.93498 2.13641 0.59571
C: 2.55244 -1.59734 -0.80134
C: 3.91464 -1.72301 -0.56439
C: 4.58651 -2.85674 -1.00045
C: 3.90361 -3.85846 -1.67112
C: 2.54244 -3.72730 -1.91675
C: 1.86903 -2.59803 -1.48694
C: 0.25573 -0.80830 0.62405
C: -1.14132 -0.79055 0.70776
N: -1.45048 -1.69989 1.67200
N: -0.33812 -2.24218 2.13654
N: 0.68653 -1.72775 1.52172
P: -2.48612 0.17420 -0.00161
Se: -4.41022 -0.65925 0.40088
C: -2.24636 0.21292 -1.78850
C: -2.40101 1.38539 -2.51394
C: -2.26263 1.35350 -3.89284
C: -1.97043 0.16007 -4.53396
C: -1.83487 -1.01534 -3.80621
C: -1.98218 -0.99252 -2.43086
C: -2.33026 1.86453 0.64756
C: -1.08874 2.49363 0.69420
C: -0.98682 3.77926 1.19791
C: -2.11759 4.43829 1.66072
C: -3.35386 3.81110 1.61962
C: -3.46244 2.52448 1.11337
H: 2.80703 -0.83172 2.22956
H: 4.17537 0.45904 3.84102
H: 4.72179 2.82268 3.38617
H: 3.93551 3.89651 1.30516
H: 2.59545 2.58901 -0.32844
H: 4.44884 -0.93786 -0.04615
H: 5.64844 -2.95709 -0.81464
H: 4.43170 -4.74109 -2.00875
H: 2.01251 -4.50802 -2.44766
H: 0.81021 -2.47781 -1.68695
H: -2.60723 2.31258 -1.99443
H: -2.36206 2.26939 -4.46085
H: -1.84612 0.14329 -5.60917
H: -1.61269 -1.94622 -4.31161
H: -1.89132 -1.90199 -1.84723
H: -0.20888 1.99357 0.31565
H: -0.01869 4.26239 1.23241
H: -2.03325 5.44374 2.05329
H: -4.23456 4.31822 1.99167
H: -4.42224 2.02545 1.08191
N: -4.47835 -3.78457 2.53662
H: -4.02154 -4.65706 2.76722
H: -5.14017 -3.94420 1.78752
H: -4.98440 -3.45367 3.34901



[2]
A 2-piece molecular cluster, C26H23F3NO9S3 overall, computed with wB97M-V/def2-TZVPD.

Results
ΔE to the lowest compared entry with this formula, charge and spin: 15.5 kcal per mole
highest occupied orbital energy: -3.596 eV
total charge: -1

Element x y z (Å)
C: -5.20035 0.08465 0.43717
O: -4.31249 1.22191 0.42950
C: -2.97008 1.02218 0.39698
C: -2.18039 2.11931 0.78067
C: -0.88237 1.91567 1.17206
C: -0.20976 0.66955 0.99979
C: 1.19059 0.58239 1.23865
C: 1.86360 -0.68919 1.36704
O: 1.30108 -1.71682 1.72390
O: 3.21988 -0.73633 1.04774
C: 3.96516 0.45493 1.29514
C: 4.07498 0.72137 2.79643
C: 5.34323 0.40427 0.59728
O: 3.31266 1.56694 0.63822
C: 1.97384 1.73455 0.82319
O: 1.51426 2.83152 0.55293
C: -1.03367 -0.42209 0.59716
C: -2.37075 -0.24893 0.27765
H: -6.17699 0.54351 0.57950
H: -5.18165 -0.43814 -0.53009
H: -4.99782 -0.59836 1.27871
H: -2.65803 3.07887 0.92555
H: -0.34229 2.72616 1.65576
H: 3.08172 0.76744 3.26598
H: 4.67286 -0.07196 3.26560
H: 4.59533 1.67353 2.96262
H: 5.21097 0.29785 -0.49068
H: 5.85967 1.35773 0.78664
H: 5.95172 -0.42338 0.98524
H: -0.60285 -1.41757 0.54187
H: -3.00591 -1.10765 0.05871
F: 0.86862 0.88031 6.08298
C: 0.14845 -0.05771 6.75902
F: 0.82774 -0.42361 7.87162
F: -1.04962 0.47852 7.11293
S: -0.15397 -1.45744 5.59047
N: -1.43062 -2.25875 6.42826
S: -1.01469 -3.51358 7.62924
C: -1.77500 -2.89499 9.13519
C: -1.04848 -2.86232 10.33937
C: -1.71368 -2.51905 11.52474
C: -3.08314 -2.22920 11.51530
C: -3.78413 -2.25288 10.30423
C: -3.14401 -2.64020 9.12766
O: -1.82365 -4.62695 7.21533
O: 0.41191 -3.63138 7.75935
S: -2.77512 -2.66949 5.33619
C: -2.99388 -1.02600 4.67623
C: -4.02027 -0.16860 5.07401
C: -3.90910 1.18248 4.71975
C: -2.71850 1.65621 4.14872
C: -1.72682 0.76471 3.76033
C: -1.98908 -0.60282 3.80239
O: -2.29256 -3.58025 4.33676
O: -3.93366 -2.94263 6.14319
H: 0.01616 -3.09914 10.33169
H: -1.15688 -2.44261 12.46031
H: -3.60614 -2.00187 12.44608
H: -4.83272 -1.95899 10.25974
H: -3.71543 -2.72038 8.20459
H: -4.85567 -0.55124 5.66184
H: -4.68356 1.90136 5.00360
H: -2.55794 2.72735 3.99887
H: -0.73808 1.13093 3.45226
H: -1.41866 -1.35556 3.24657



[3]
C26H23IrN14 as an isolated structure, computed with wB97M-V/def2-TZVPD.

Results
ΔE to the lowest compared entry with this formula, charge and spin: 0.5 kcal per mole
highest occupied orbital energy: -7.073 eV

Element x y z (Å)
Ir: -0.79305 -0.43287 0.24339
C: 0.98465 -2.46563 3.63917
C: 0.36976 -1.48580 2.84360
N: 0.06516 -1.70783 1.58669
C: 0.33442 -2.92108 0.99907
C: 0.96202 -3.94312 1.73289
C: 1.27599 -3.67808 3.08625
C: 1.25897 -5.16922 1.09734
C: 0.94440 -5.32119 -0.22302
C: 0.31296 -4.30881 -0.96675
C: -0.02987 -3.09900 -0.38564
N: -0.63325 -2.01445 -0.95745
C: -1.26047 -1.85879 -2.16288
C: -1.52805 -2.80669 -3.13503
C: -2.15763 -2.45336 -4.34188
C: -2.53868 -1.17175 -4.61980
C: -2.33836 -0.17307 -3.64056
C: -2.73708 1.17289 -3.81372
C: -2.55186 2.08356 -2.81507
C: -1.98017 1.65946 -1.60457
N: -1.59316 0.41884 -1.42253
C: -1.73274 -0.51865 -2.42018
H: 1.21285 -2.24186 4.67119
H: 0.11961 -0.50681 3.23249
H: 1.75176 -4.45380 3.67373
H: 1.73638 -5.96036 1.65973
H: 1.18324 -6.25055 -0.72446
H: 0.12294 -4.48472 -2.01141
H: -1.29036 -3.84237 -2.96417
H: -2.34364 -3.23353 -5.06910
H: -3.01216 -0.91334 -5.55745
H: -3.20031 1.46490 -4.74831
H: -2.85421 3.11503 -2.92456
H: -1.84630 2.33116 -0.76584
N: -3.12081 0.72930 2.48082
C: -3.39294 -0.44189 1.80450
N: -4.48189 -1.15553 1.99839
N: -4.35596 -2.20069 1.15320
N: -3.26681 -2.12514 0.48219
N: -2.61631 -1.00242 0.87624
C: -2.00467 1.50647 2.30938
N: -1.78424 2.65224 2.93673
N: -0.59523 3.06524 2.46965
N: -0.11769 2.22776 1.61638
N: -1.00149 1.20913 1.48793
H: -3.80568 1.03753 3.14932
N: 1.08170 0.26023 -0.29804
C: 1.81119 1.15050 -0.17286
N: 2.67740 2.11477 -0.06240
C: 3.32253 2.33497 1.25631
C: 3.03294 3.74837 1.73149
C: 3.59467 4.79236 0.75186
C: 3.66481 4.24581 -0.68121
C: 2.52663 3.28119 -0.95934
H: 4.39530 2.15932 1.14781
H: 2.91745 1.59798 1.94652
H: 3.45608 3.88194 2.72758
H: 1.95269 3.85083 1.83835
H: 4.59169 5.11210 1.05947
H: 2.96116 5.68039 0.77632
H: 4.60811 3.71931 -0.84631
H: 3.62984 5.05660 -1.40898
H: 2.54644 2.92313 -1.98825
H: 1.55932 3.75911 -0.77424



[4]
A 2-piece molecular cluster, C26H23N2 overall, computed with wB97M-V/def2-TZVPD.

Results
ΔE to the lowest compared entry with this formula, charge and spin: 7.4 kcal per mole
highest occupied orbital energy: -10.856 eV
total charge: +1

Element x y z (Å)
C: 4.29375 -3.06378 1.31586
C: 3.27020 -3.20840 2.23668
C: 2.26025 -2.27665 2.29160
C: 2.26238 -1.16204 1.44089
C: 1.18395 -0.16260 1.48901
C: -0.15486 -0.61042 1.49401
C: -1.25608 0.18427 1.62690
C: -2.61953 -0.27023 1.57515
C: -3.66235 0.66753 1.59797
C: -4.97563 0.26677 1.52253
C: -5.28852 -1.07579 1.43020
C: -4.28123 -2.02034 1.40803
C: -2.96532 -1.62811 1.47768
C: 1.53085 1.26827 1.52478
C: 0.96763 2.18951 0.63081
C: 1.32338 3.51735 0.67039
C: 2.23924 3.96467 1.60589
C: 2.81098 3.07512 2.49639
C: 2.47566 1.74316 2.44772
C: 3.31901 -1.03163 0.52711
C: 4.31181 -1.98023 0.45489
H: 5.07212 -3.80737 1.25910
H: 3.26306 -4.05215 2.91046
H: 1.46821 -2.37602 3.01211
H: -0.30835 -1.66466 1.35996
H: -1.10040 1.23901 1.76355
H: -3.41725 1.71414 1.66036
H: -5.76107 1.00370 1.53002
H: -6.31760 -1.38602 1.37467
H: -4.52627 -3.06719 1.33543
H: -2.19516 -2.37715 1.45977
H: 0.28818 1.82978 -0.12124
H: 0.89520 4.21188 -0.03465
H: 2.49915 5.01014 1.64899
H: 3.51346 3.43061 3.23383
H: 2.92598 1.05021 3.13605
H: 3.31791 -0.19859 -0.15294
H: 5.09284 -1.89332 -0.28583
N: -1.24366 0.52686 -2.26735
C: -0.56774 1.39110 -3.00669
C: -0.33464 1.26219 -4.35372
C: -0.83089 0.14989 -5.02634
N: -0.59806 -0.05050 -6.38243
C: -1.56870 -0.75087 -4.26376
C: -1.73526 -0.51494 -2.92037
H: -0.16643 2.24335 -2.48051
H: 0.24125 2.00041 -4.88724
H: -0.77249 -0.93887 -6.82872
H: 0.09517 0.48107 -6.88829
H: -1.98534 -1.63033 -4.72695
H: -2.28879 -1.22276 -2.32177



HOMO-LUMO gap for the records above, in order: 7.73 5.52 6.71 5.64 eV
E_tot for the records above, in order: -227207.847 -87910.318 -51037.252 -30308.881 eV
Max |F| for the records above, in order: 0.01100 0.05091 0.00902 0.02215 hartree/bohr